Record 1
19
Properties=species:S:1:pos:R:3:forces:R:3 method="wB97M-V/def2-TZVPD" relative_energy_kcal_mol=0.00 orbital_gap_ev=9.73
Br -2.0824 1.7267 -2.2561 -0.01 0.30 -0.47
O 2.6415 0.6510 -1.4212 -0.95 0.56 -0.27
O 1.1462 1.7363 -2.8628 0.16 -0.37 0.51
B 1.3141 0.9627 -1.7327 0.25 0.58 -0.60
C -2.0770 0.2365 0.0788 -0.97 -0.12 0.40
C -1.5725 -0.4824 1.1399 0.55 -0.25 -0.30
C 0.6195 -0.3042 0.2338 -1.20 0.56 -0.58
C -1.2585 0.7331 -0.8927 1.37 -0.17 0.36
C 0.1185 0.4977 -0.7949 1.17 -0.05 -0.96
C -0.2142 -0.7809 1.2068 -0.17 -0.44 1.07
C 0.3378 -1.6131 2.3323 -0.04 0.12 0.41
H 3.1947 1.2099 -1.9931 -0.08 -0.45 0.18
H 0.2167 1.9236 -3.0114 -0.21 0.17 -0.19
H -3.1390 0.4071 0.0120 -0.19 0.06 0.04
H -2.2534 -0.8708 1.8712 -0.18 -0.08 0.37
H 1.6531 -0.5456 0.2008 0.71 -0.10 0.29
H 0.2868 -2.6715 2.0685 0.29 -0.01 0.02
H 1.3746 -1.3212 2.6118 -0.70 -0.31 -0.29
H -0.3066 -1.4949 3.2091 0.21 -0.01 0.02

Record 2
7
Properties=species:S:1:pos:R:3:forces:R:3 method="wB97M-V/def2-TZVPD" relative_energy_kcal_mol=9.47 charge=-1 orbital_gap_ev=7.04
S 2.0992 -0.9201 -0.4012 0.28 -0.42 0.33
H 2.4651 -1.8800 0.4845 -0.07 0.20 -0.24
C -1.1431 0.7421 0.2202 0.46 1.76 0.32
N -0.7177 0.3945 -0.9063 -1.73 -0.82 -0.72
H -1.8434 1.5972 0.3219 0.11 -0.22 -0.44
H -0.6904 0.5429 1.1860 0.05 -1.19 0.24
H -0.1697 -0.4765 -0.9051 0.89 0.69 0.50

Listing energy for the structures above in their given order: -82205.8049 -13427.1345 eV.
Listing maximum force for the structures above in their given order: 1.5 2.0 eV/Å.